1.
Entry from OMol25: C23H19Cl2N3O6S in the gas phase in a non-equilibrium geometry (ωB97M-V/def2-TZVPD).

Results
2S+1: 1
lowest unoccupied orbital energy: -0.10 eV
E: -2822.21458 Eh
SMILES: NC(=O)NC(=O)COC(=O)c1ccc(Cl)c(S(=O)(=O)N(Cc2ccccc2)c2ccc(Cl)cc2)c1
total charge: 0

Last column: natural (NBO) charge in e.
Positions of all 54 atoms, in Å:
N (-3.995, -1.508, 2.218)  -0.84
C (-4.904, -1.436, 1.237)  0.79
O (-6.100, -1.472, 1.366)  -0.61
N (-4.356, -1.285, -0.070)  -0.66
C (-3.055, -1.244, -0.440)  0.69
O (-2.112, -1.332, 0.317)  -0.62
C (-2.841, -1.077, -1.949)  -0.18
H (-3.368, -0.200, -2.325)  0.23
H (-3.179, -1.985, -2.464)  0.23
O (-1.467, -0.855, -2.171)  -0.50
C (-0.663, -1.921, -1.975)  0.79
O (-1.054, -3.059, -1.969)  -0.58
C (0.741, -1.507, -1.740)  -0.11
C (1.016, -0.191, -1.392)  -0.16
C (2.280, 0.182, -0.987)  -0.36
C (3.312, -0.747, -0.996)  0.01
C (3.051, -2.063, -1.379)  -0.23
C (1.771, -2.446, -1.724)  -0.14
H (1.551, -3.470, -1.983)  0.24
H (3.861, -2.774, -1.380)  0.24
Cl (4.895, -0.304, -0.543)  0.08
S (2.406, 1.894, -0.420)  2.34
O (3.654, 2.138, 0.228)  -0.92
O (2.063, 2.728, -1.528)  -0.92
N (1.219, 1.980, 0.783)  -0.67
C (-0.154, 2.049, 0.545)  0.15
C (-1.096, 1.572, 1.463)  -0.20
C (-2.449, 1.606, 1.184)  -0.23
C (-2.892, 2.109, -0.025)  -0.06
C (-1.985, 2.640, -0.927)  -0.21
C (-0.636, 2.625, -0.636)  -0.25
H (0.060, 3.047, -1.341)  0.26
H (-2.329, 3.067, -1.856)  0.23
Cl (-4.581, 2.067, -0.410)  -0.01
H (-3.156, 1.222, 1.903)  0.23
H (-0.795, 1.151, 2.407)  0.21
C (1.748, 1.525, 2.060)  -0.24
C (2.089, 0.055, 2.065)  -0.08
C (3.364, -0.349, 2.442)  -0.14
C (3.715, -1.688, 2.424)  -0.23
C (2.795, -2.641, 2.022)  -0.22
C (1.523, -2.249, 1.646)  -0.20
C (1.169, -0.911, 1.668)  -0.23
H (0.174, -0.633, 1.356)  0.23
H (0.796, -2.981, 1.327)  0.22
H (3.069, -3.685, 2.002)  0.22
H (4.711, -1.984, 2.716)  0.22
H (4.088, 0.393, 2.740)  0.21
H (2.660, 2.101, 2.233)  0.24
H (1.040, 1.777, 2.851)  0.22
H (0.230, 0.544, -1.410)  0.26
H (-5.072, -1.188, -0.778)  0.42
H (-3.009, -1.534, 1.990)  0.43
H (-4.319, -1.678, 3.154)  0.41

Forces on atoms 1 to 2 (eV/Å):
0.42 -0.04 0.45
0.23 0.06 -0.43



2.
Entry from OMol25: a molecular structure, C41H59Cl3GeN2O5P2SSi3Zn (ωB97M-V/def2-TZVPD).

Results
2S+1: 2
lowest unoccupied orbital energy (spin up / spin down): -2.16 / -5.57 eV
energy relative to the best compared isomer or geometry (same formula, charge and spin): 1.661 eV
E: -9269.57306 Eh
⟨S²⟩: 0.754
total charge: +1

Last column: Löwdin charge in e.
Positions of all 118 atoms, in Å:
Zn (0.391, 0.646, 1.877)  0.56
C (4.124, -2.671, -4.396)  -0.41
S (5.259, -2.435, -3.009)  0.81
C (4.515, -3.546, -1.772)  -0.47
C (3.735, -2.812, -0.683)  -0.24
C (2.553, -2.064, -1.278)  -0.25
N (1.750, -1.228, -0.338)  -0.32
P (2.148, 0.419, 0.110)  1.09
C (3.758, 0.286, 0.937)  -0.34
C (4.018, -0.782, 1.793)  -0.13
C (5.181, -0.810, 2.542)  -0.06
C (6.083, 0.245, 2.468)  -0.07
C (5.815, 1.328, 1.647)  -0.06
C (4.652, 1.355, 0.888)  -0.09
C (2.450, 1.130, -1.536)  -0.33
C (3.680, 1.158, -2.183)  -0.08
C (3.765, 1.630, -3.488)  -0.06
C (2.630, 2.069, -4.152)  -0.06
C (1.395, 2.038, -3.513)  -0.07
C (1.312, 1.571, -2.211)  -0.14
P (0.177, -1.773, -0.131)  0.87
C (0.451, -3.300, 0.793)  -0.27
C (0.683, -3.157, 2.163)  -0.07
C (1.130, -4.235, 2.908)  -0.06
C (1.343, -5.463, 2.292)  -0.06
C (1.093, -5.616, 0.936)  -0.06
C (0.651, -4.536, 0.182)  -0.09
C (-0.546, -2.249, -1.699)  -0.28
C (-1.515, -3.256, -1.704)  -0.10
C (-2.048, -3.693, -2.907)  -0.07
C (-1.630, -3.120, -4.100)  -0.06
C (-0.680, -2.106, -4.095)  -0.05
C (-0.134, -1.670, -2.898)  -0.07
H (4.479, -2.031, -5.203)  0.03
H (3.106, -2.377, -4.129)  0.02
H (4.141, -3.707, -4.731)  0.04
H (5.338, -4.099, -1.325)  0.07
H (3.880, -4.256, -2.308)  0.08
H (4.404, -2.120, -0.178)  0.09
H (3.381, -3.539, 0.056)  0.11
H (1.887, -2.803, -1.725)  0.10
H (2.915, -1.420, -2.082)  0.08
H (3.303, -1.592, 1.876)  0.09
H (5.386, -1.652, 3.192)  0.11
H (6.986, 0.228, 3.066)  0.11
H (6.508, 2.159, 1.600)  0.11
H (4.428, 2.218, 0.274)  0.11
H (4.570, 0.796, -1.686)  0.10
H (4.725, 1.644, -3.989)  0.11
H (2.704, 2.441, -5.167)  0.11
H (0.503, 2.376, -4.029)  0.10
H (0.355, 1.543, -1.696)  0.07
H (0.505, -2.198, 2.639)  0.09
H (1.319, -4.120, 3.969)  0.11
H (1.701, -6.304, 2.872)  0.11
H (1.245, -6.578, 0.462)  0.11
H (0.467, -4.664, -0.877)  0.10
H (-1.828, -3.708, -0.769)  0.12
H (-2.796, -4.477, -2.913)  0.12
H (-2.044, -3.467, -5.038)  0.11
H (-0.348, -1.667, -5.028)  0.11
H (0.621, -0.892, -2.897)  0.09
O (-1.961, -0.379, 0.282)  -0.48
N (-0.639, -0.655, 0.707)  -0.30
C (0.931, -0.354, 5.604)  0.02
C (0.736, 0.064, 4.177)  -0.69
O (-0.441, 0.154, 3.700)  -0.09
O (1.734, 0.319, 3.434)  -0.05
H (0.422, -1.304, 5.771)  0.09
H (0.472, 0.388, 6.258)  0.09
H (1.988, -0.446, 5.839)  0.09
Cl (0.598, 5.719, 2.555)  0.62
C (1.412, 4.167, 2.888)  -1.48
Cl (3.148, 4.430, 2.973)  0.64
Cl (0.858, 3.541, 4.452)  0.64
C (1.035, 3.221, 1.680)  -0.80
O (1.842, 3.189, 0.768)  -0.03
O (-0.102, 2.615, 1.748)  -0.18
C (-0.623, 4.049, -1.249)  -0.18
Si (-2.154, 3.021, -1.287)  0.41
C (-3.641, 4.131, -1.039)  -0.20
C (-2.403, 2.092, -2.898)  -0.21
Ge (-2.782, 1.244, 0.261)  0.86
Si (-4.869, 0.121, -0.420)  0.42
C (-6.177, 1.351, -0.964)  -0.21
C (-4.524, -0.913, -1.923)  -0.19
C (-5.465, -0.972, 0.971)  -0.20
Si (-3.560, 2.283, 2.596)  0.54
C (-3.422, 0.957, 3.863)  -0.16
C (-5.328, 2.648, 2.190)  -0.20
C (-2.650, 3.873, 2.793)  -0.19
H (-0.511, 4.517, -2.233)  0.06
H (0.285, 3.492, -1.029)  0.00
H (-0.724, 4.838, -0.499)  0.04
H (-3.714, 4.825, -1.883)  0.05
H (-3.559, 4.728, -0.125)  0.03
H (-4.576, 3.566, -0.991)  0.00
H (-2.114, 2.731, -3.739)  0.05
H (-3.462, 1.842, -3.014)  0.02
H (-1.834, 1.160, -2.958)  0.02
H (-5.830, 1.930, -1.825)  0.03
H (-6.491, 2.048, -0.194)  0.01
H (-7.062, 0.789, -1.284)  0.05
H (-4.016, -0.349, -2.710)  0.02
H (-5.475, -1.280, -2.322)  0.05
H (-3.900, -1.764, -1.663)  0.01
H (-5.945, -0.412, 1.776)  0.02
H (-4.627, -1.533, 1.397)  0.04
H (-6.192, -1.690, 0.581)  0.04
H (-4.008, 0.086, 3.567)  0.04
H (-3.816, 1.345, 4.809)  0.06
H (-2.385, 0.642, 4.004)  0.01
H (-5.903, 1.752, 1.972)  0.01
H (-5.424, 3.348, 1.359)  0.03
H (-5.767, 3.122, 3.078)  0.06
H (-1.727, 3.740, 3.359)  -0.01
H (-3.301, 4.573, 3.327)  0.06
H (-2.388, 4.309, 1.827)  0.02

Forces on atoms 1 to 2 (eV/Å):
-0.16 0.52 -0.44
0.02 0.06 0.12



3.
Entry from OMol25: a molecular structure, C24H25N3O3Pt in a non-equilibrium geometry (ωB97M-V/def2-TZVPD).

Results
2S+1: 1
lowest unoccupied orbital energy: -0.08 eV
E: -1438.80331 Eh
total charge: 0

Last column: natural (NBO) charge in e.
Positions of all 56 atoms, in Å:
Pt (-0.413, 0.216, -0.633)  0.80
C (-2.826, 4.017, -1.881)  -0.24
O (-2.722, 3.670, -3.255)  -0.51
C (-1.737, 2.863, -3.759)  0.22
C (-1.518, 3.083, -5.098)  -0.22
C (-0.592, 2.344, -5.836)  -0.26
C (0.100, 1.357, -5.204)  -0.18
C (-0.110, 1.072, -3.841)  -0.24
C (0.603, -0.078, -3.369)  0.16
N (0.488, -0.601, -2.229)  -0.35
N (1.235, -1.747, -1.971)  -0.39
C (1.155, -2.066, -0.732)  0.52
O (0.494, -1.400, 0.180)  -0.77
C (1.872, -3.284, -0.266)  -0.03
C (2.740, -3.965, -1.111)  -0.18
C (3.448, -5.069, -0.654)  -0.21
C (3.290, -5.515, 0.650)  -0.21
C (2.402, -4.858, 1.490)  -0.21
C (1.699, -3.750, 1.029)  -0.23
C (-1.026, 1.838, -3.055)  0.40
O (-1.280, 1.631, -1.787)  -0.74
H (-3.533, 4.846, -1.847)  0.18
H (-1.867, 4.355, -1.483)  0.17
H (-3.199, 3.196, -1.284)  0.19
H (-2.109, 3.863, -5.564)  0.22
H (-0.433, 2.547, -6.887)  0.21
H (0.814, 0.749, -5.754)  0.20
H (1.276, -0.587, -4.061)  0.19
H (2.853, -3.608, -2.126)  0.24
H (4.128, -5.587, -1.321)  0.22
H (3.848, -6.373, 1.007)  0.21
H (2.247, -5.215, 2.500)  0.21
H (0.967, -3.264, 1.659)  0.19
C (0.662, -0.365, 4.669)  -0.42
N (0.647, -0.737, 3.231)  -0.34
C (1.531, 0.187, 2.442)  -0.43
C (-0.787, -0.846, 2.677)  -0.25
C (-1.366, 0.495, 2.362)  -0.06
C (-2.048, 1.160, 3.393)  -0.25
C (-2.545, 2.438, 3.219)  -0.25
C (-2.311, 3.063, 2.000)  -0.20
C (-1.643, 2.389, 0.986)  -0.24
C (-1.184, 1.064, 1.090)  -0.29
H (1.689, -0.355, 5.025)  0.22
H (0.079, -1.082, 5.239)  0.22
H (0.229, 0.626, 4.767)  0.24
H (1.045, -1.663, 3.136)  0.42
H (1.174, 1.203, 2.576)  0.24
H (1.470, -0.080, 1.396)  0.28
H (2.548, 0.081, 2.815)  0.21
H (-1.357, -1.373, 3.440)  0.20
H (-0.706, -1.448, 1.782)  0.27
H (-2.208, 0.650, 4.342)  0.19
H (-3.090, 2.934, 4.014)  0.21
H (-2.664, 4.077, 1.831)  0.21
H (-1.462, 2.905, 0.062)  0.23

Forces on atoms 1 to 2 (eV/Å):
-0.13 0.03 -0.05
0.18 0.06 -0.21



4.
Entry from OMol25: 3 unconnected molecules or ions with the total composition C10H25N3O6P in a non-equilibrium geometry (ωB97M-V/def2-TZVPD).

Results
2S+1: 1
lowest unoccupied orbital energy: 2.57 eV
E: -1353.16149 Eh
total charge: -1

Last column: natural (NBO) charge in e.
Positions of all 45 atoms, in Å:
C (5.248, 0.926, -0.340)  -0.65
C (3.687, 0.989, -0.458)  0.06
O (3.343, 1.783, -1.611)  -0.73
C (3.024, -0.444, -0.556)  -0.27
N (2.238, -0.718, 0.642)  -0.81
C (0.829, -0.628, 0.395)  -0.54
P (0.210, 1.058, -0.177)  2.18
O (0.755, 2.220, 0.627)  -1.14
O (0.367, 1.248, -1.824)  -0.96
O (-1.480, 1.056, 0.111)  -1.02
H (5.678, 1.676, -1.016)  0.20
H (5.650, -0.073, -0.549)  0.19
H (5.524, 1.199, 0.688)  0.20
H (3.277, 1.456, 0.437)  0.21
H (3.617, 1.245, -2.344)  0.44
H (3.836, -1.202, -0.613)  0.15
H (2.459, -0.515, -1.509)  0.15
H (0.436, -1.374, -0.306)  0.19
H (0.326, -0.783, 1.367)  0.20
H (0.030, 2.128, -2.003)  0.48
H (-1.741, 1.976, 0.143)  0.48
C (-2.581, -2.189, -2.491)  -0.72
C (-1.140, -2.115, -2.924)  0.67
O (-0.326, -1.430, -2.338)  -0.59
N (-0.764, -2.852, -4.012)  -0.63
C (-1.582, -3.721, -4.833)  -0.41
H (-2.721, -1.553, -1.620)  0.26
H (-3.237, -1.835, -3.289)  0.22
H (-2.846, -3.213, -2.221)  0.22
H (0.211, -2.754, -4.242)  0.40
H (-1.174, -4.734, -4.803)  0.19
H (-1.562, -3.364, -5.866)  0.19
H (-2.611, -3.745, -4.488)  0.21
C (-3.281, 2.226, 5.328)  -0.72
C (-3.259, 1.740, 3.900)  0.67
O (-4.273, 1.706, 3.213)  -0.66
N (-2.067, 1.337, 3.400)  -0.61
C (-0.778, 1.311, 4.062)  -0.42
H (-4.296, 2.514, 5.590)  0.23
H (-2.958, 1.434, 6.005)  0.22
H (-2.633, 3.096, 5.443)  0.22
H (-2.112, 1.022, 2.438)  0.43
H (-0.087, 1.940, 3.497)  0.23
H (-0.406, 0.285, 4.059)  0.20
H (-0.830, 1.667, 5.087)  0.19

Forces on atoms 1 to 2 (eV/Å):
-0.60 0.30 0.44
0.69 -0.98 -0.68



5.
Entry from OMol25: 2 unconnected molecules or ions with the total composition C4H11NO3 in a non-equilibrium geometry (ωB97M-V/def2-TZVPD).

Results
2S+1: 1
lowest unoccupied orbital energy: 0.30 eV
energy relative to the best compared isomer or geometry (same formula, charge and spin): 2.549 eV
E: -439.43226 Eh
SMILES: O=CCO.CNCO
total charge: 0

Last column: natural (NBO) charge in e.
Positions of all 19 atoms, in Å:
C (1.443, 0.647, 1.233)  0.41
C (2.223, -0.212, 0.266)  -0.19
O (0.782, 1.587, 0.830)  -0.56
O (1.722, -0.060, -1.042)  -0.72
H (1.334, 0.832, -1.082)  0.49
H (0.195, -1.187, -0.795)  0.48
H (1.729, 0.539, 2.290)  0.14
H (-0.378, -0.698, 1.429)  0.12
H (3.281, 0.086, 0.317)  0.21
H (2.149, -1.269, 0.540)  0.21
C (-1.954, 0.551, -1.202)  -0.41
N (-1.647, 0.373, 0.205)  -0.66
C (-1.149, -0.909, 0.596)  0.11
O (-0.534, -1.690, -0.384)  -0.75
H (-1.045, 1.134, 0.518)  0.38
H (-1.984, -1.518, 0.973)  0.17
H (-1.070, 0.567, -1.854)  0.16
H (-2.495, 1.491, -1.318)  0.20
H (-2.601, -0.264, -1.520)  0.20

Forces on atoms 1 to 2 (eV/Å):
1.04 1.35 -0.42
-0.49 -0.26 -0.24



6.
Entry from OMol25: C14H7Br2Cl2N3O in the gas phase in a non-equilibrium geometry (ωB97M-V/def2-TZVPD).

Results
2S+1: 1
lowest unoccupied orbital energy: 0.02 eV
energy relative to the best compared isomer or geometry (same formula, charge and spin): 2.017 eV
E: -6845.57852 Eh
SMILES: Oc1c(Br)cc(Br)cc1-c1n[nH]c(-c2ccc(Cl)c(Cl)c2)n1
total charge: 0

Last column: natural (NBO) charge in e.
Positions of all 29 atoms, in Å:
Cl (-5.055, -4.771, -1.150)  -0.01
Cl (-2.311, -4.679, -2.408)  0.09
Br (4.628, -0.773, 2.537)  0.03
Br (4.719, 4.773, 0.766)  0.06
N (-0.246, 1.846, -1.100)  -0.31
N (0.117, -0.156, 0.016)  -0.48
O (1.798, 3.910, -0.298)  -0.68
C (0.563, 1.108, -0.336)  0.32
C (-1.096, -0.197, -0.535)  0.36
C (-4.120, -2.414, 0.332)  -0.22
C (4.425, 2.071, 1.600)  -0.22
C (-3.196, -1.388, 0.469)  -0.19
C (-1.799, -2.359, -1.274)  -0.20
C (2.592, 0.520, 0.967)  -0.20
C (-3.912, -3.405, -0.680)  0.01
C (-2.711, -3.412, -1.409)  -0.10
C (3.779, 0.755, 1.635)  -0.07
C (3.678, 3.118, 0.946)  -0.08
C (2.399, 2.868, 0.331)  0.28
C (-2.071, -1.325, -0.415)  -0.08
C (1.926, 1.604, 0.290)  -0.13
N (-1.286, 0.993, -1.239)  -0.36
H (0.883, 3.756, -0.730)  0.52
H (-4.978, -2.350, 1.099)  0.26
H (5.322, 2.371, 1.982)  0.23
H (-3.283, -0.582, 1.126)  0.23
H (-0.820, -2.668, -1.686)  0.25
H (2.169, -0.420, 0.997)  0.25
H (-2.118, 1.207, -1.833)  0.42

Forces on atoms 1 to 2 (eV/Å):
0.80 1.85 1.24
0.50 -1.24 -1.13



- Among the records above, which one has the highest total charge?
  C41H59Cl3GeN2O5P2SSi3Zn



- Among the records above, which one has the lowest total charge?
  C10H25N3O6P